Below is a cluster of 23 separate species, C88H216N6O40 in total at a distorted geometry, with properties calculated with the ωB97M-V functional and the def2-TZVPD basis.

Electronic energy   -6820.18049 Ha
LUMO energy   0.0 eV
Molecular weight   1998.7 u
HOMO-LUMO gap   0.3170 hartree

```
350
Properties=species:S:1:pos:R:3:forces:R:3
C 25.6516 14.4160 20.3700 0.1058 0.4100 -0.0429
C 24.2872 15.0026 20.3100 -0.7696 0.2525 0.2581
O 23.7145 14.9329 21.6076 -0.2096 0.3453 0.6388
O 25.6646 13.0152 20.4540 0.2689 -0.4135 -0.3439
H 26.1759 14.8812 21.2127 0.1380 -0.0479 0.0132
H 26.1368 14.7356 19.4480 0.3651 -0.3990 -0.0509
H 23.6457 14.4352 19.6371 0.0591 0.0386 -0.4381
H 24.3555 16.0540 19.9977 -0.0199 -0.0724 -0.2135
H 22.7439 15.0331 21.5445 0.2199 -0.2389 -0.1133
H 25.0756 12.7055 21.1475 -0.0786 0.2865 0.1416
C 16.6128 24.4207 20.3980 -0.8689 -0.6294 2.0514
C 18.0623 24.3047 20.7515 -0.7995 -0.0648 -0.0424
O 18.6752 25.3009 20.0103 1.2933 1.1491 -0.7658
O 16.2830 24.2121 19.0569 0.4638 0.4346 -0.4395
H 16.2398 25.3403 20.8790 -0.0593 0.1188 -0.7930
H 16.1366 23.6295 20.9875 -0.3138 -0.1397 -0.2390
H 18.3781 23.3112 20.4254 0.5012 -0.1465 0.3634
H 18.1586 24.5124 21.8285 0.0527 -0.5294 -0.1653
H 19.4547 25.6456 20.4554 0.0068 -0.0810 -0.1141
H 16.8301 24.8191 18.5324 -0.2013 -0.1460 0.1111
C 18.6100 21.7866 24.3575 0.3154 -1.4200 0.2573
C 18.3405 22.1198 25.8030 0.6196 0.9797 -0.5342
O 18.8400 21.1638 26.7066 0.1408 -0.2990 0.2817
O 17.9139 20.5936 23.9823 -0.7450 0.1285 -0.4021
H 19.6806 21.5885 24.2310 0.0803 0.1568 0.1021
H 18.3651 22.5974 23.6820 -0.4439 0.0963 -0.0960
H 17.3106 22.4258 25.9853 -0.3171 -0.3596 0.0110
H 18.9288 23.0347 25.9320 0.0167 -0.0338 0.5588
H 18.4902 20.2684 26.5752 -0.1381 0.4790 -0.2534
H 18.3665 19.8033 24.3286 0.3071 0.3038 0.0060
C 17.9291 17.2158 23.3726 0.0401 -0.4196 0.0811
C 19.1315 17.1915 24.2586 0.2544 0.1725 0.3695
O 19.2781 18.4219 25.0157 0.3352 -0.8758 -0.2170
O 16.7522 16.7502 24.0032 -0.5672 0.0262 0.1251
H 18.2048 16.4494 22.6449 -0.5025 0.1634 -0.4811
H 17.8028 18.1867 22.8829 -0.0242 -0.1100 -0.1078
H 19.9936 16.9882 23.6286 0.4065 0.5119 -0.1300
H 19.0570 16.3059 24.8926 -0.1452 0.1891 0.4346
H 20.1965 18.4498 25.3194 -0.2751 0.2227 0.0759
H 16.3178 17.4306 24.5571 0.4288 0.0103 -0.2625
C 22.7844 23.4744 21.9142 -0.0552 -0.0169 -1.1759
C 23.7964 24.3916 21.3065 -0.1353 -1.0946 -0.9872
O 23.6491 25.7336 21.6573 0.0493 0.5018 0.2413
O 23.0106 23.2481 23.2575 0.0045 -0.7855 1.3769
H 22.9039 22.5343 21.3680 -0.0422 -0.2352 0.2869
H 21.7787 23.8262 21.6693 -0.1949 0.1252 0.3230
H 23.5736 24.2694 20.2430 0.4248 0.5155 -0.2600
H 24.7857 23.9454 21.4913 -0.0031 0.5170 0.0331
H 24.1722 25.9213 22.4388 0.0909 0.0323 0.0692
H 22.7105 23.9846 23.7878 -0.1212 0.2537 0.0743
C 18.1036 11.0041 15.4721 -0.5636 0.6595 0.6015
C 18.9839 11.3877 16.6502 -1.0792 -0.7135 0.5421
O 20.1846 11.9580 16.2410 0.3412 0.4893 -0.2224
O 17.9553 12.2434 14.7530 0.0914 -0.0258 -0.1489
H 17.1209 10.7318 15.8725 0.0626 -0.2278 -0.0900
H 18.4793 10.1903 14.8603 0.3063 0.0848 -0.1735
H 19.1663 10.5423 17.3158 0.4087 -0.2713 -0.3878
H 18.3700 12.0255 17.3050 0.2332 0.5215 -0.2969
H 19.9694 12.6770 15.6249 0.0706 -0.2221 0.1351
H 17.7690 12.0996 13.8217 -0.0271 -0.1316 0.0007
C 12.8237 19.7500 19.7223 -0.1466 1.0458 0.4978
C 13.2802 18.3263 19.8485 -0.8305 -0.4218 -0.2173
O 12.1436 17.5494 20.2501 0.3053 -0.4373 -0.1091
O 11.9253 20.0483 18.6381 0.3218 -0.4718 0.3060
H 13.7026 20.3714 19.6322 0.3772 0.2833 -0.6215
H 12.3925 20.1485 20.6510 -0.2130 -0.5416 0.1255
H 14.1026 18.1740 20.5696 -0.1835 0.4320 -0.2499
H 13.5996 17.9826 18.8580 0.2746 0.0263 0.0760
H 12.2565 16.6971 19.7922 -0.3349 0.1838 0.1698
H 11.1123 19.5016 18.7002 0.5311 0.0740 -0.0160
C 23.3216 18.2481 23.0578 0.6359 -2.9782 -0.6129
C 23.1647 19.6798 23.0391 -0.3351 2.2292 0.0685
O 24.0022 20.3161 23.9617 0.5603 0.4605 0.4723
O 24.4007 17.8038 22.2028 -0.1462 0.1530 0.1393
H 22.4012 17.8450 22.6207 -0.0895 -0.2430 0.3213
H 23.5235 17.7917 24.0470 -0.4842 0.6144 -0.1776
H 22.1254 19.9169 23.2639 -0.3863 0.0006 0.1316
H 23.3370 20.0800 22.0366 0.0586 -0.2103 -0.2977
H 23.8515 21.2733 23.9155 -0.0035 -0.2032 -0.0407
H 24.2965 16.8407 22.0793 0.0071 0.1918 0.1051
C 24.0971 11.0894 15.8685 0.3955 -0.0084 -1.2748
C 23.7100 11.8556 17.0749 -0.5241 0.7643 1.8868
O 22.4891 11.4069 17.7364 0.8854 -0.1608 -0.7898
O 24.7900 9.8943 16.1375 -0.3842 -0.5097 0.4019
H 24.7580 11.6437 15.1906 0.0563 0.2890 0.4476
H 23.2139 10.9182 15.2439 -0.3094 -0.2290 0.0897
H 23.5912 12.9077 16.8479 -0.1279 0.4069 -0.4154
H 24.4796 11.8527 17.8631 -0.0611 -0.3394 -0.3598
H 21.7835 11.5367 17.0824 -0.0672 0.0231 0.2643
H 24.2397 9.4214 16.7761 0.2337 -0.1549 -0.0587
C 12.9725 23.7261 19.9395 0.2719 -0.7975 0.0049
C 13.1787 23.4674 18.4658 0.0262 -0.2182 0.0786
O 12.0488 22.9153 17.8024 -0.3920 -0.4138 0.4569
O 11.9698 24.6774 20.1423 -0.6059 0.2637 0.0823
H 13.9128 24.0645 20.3816 -0.1153 0.2771 -0.1311
H 12.7412 22.7749 20.4412 -0.1644 -0.0455 0.0543
H 14.0394 22.7862 18.3921 0.1178 0.4913 -0.4339
H 13.2883 24.4584 18.0133 0.6432 -0.3304 -0.2135
H 11.9031 21.9905 18.0999 0.1978 0.4004 -0.1211
H 11.2635 24.4203 19.5292 0.0225 0.1911 0.1866
C 19.2090 13.4785 20.2492 -0.4280 -1.1540 -1.5127
C 20.2534 13.5882 21.2850 0.8650 0.0785 0.3355
O 20.9948 14.8022 21.1913 -0.2815 0.6158 -0.1618
O 18.3107 14.5536 20.3300 -0.7091 -0.1095 0.1688
H 18.6861 12.4965 20.2739 0.1026 0.4164 0.6397
H 19.6083 13.4213 19.2343 0.5274 0.5152 -0.0643
H 20.9983 12.8092 21.1156 -0.1274 -0.1972 0.3947
H 19.7850 13.5358 22.2717 0.1307 -0.2644 0.1079
H 20.4053 15.5637 21.0270 0.1068 -0.3162 0.0972
H 17.5364 14.1791 20.7896 -0.1703 0.8392 0.2255
C 24.3969 22.7586 14.5705 -1.5966 0.2080 1.3083
C 24.2320 22.5576 16.0986 0.0145 -0.3584 -0.0102
O 24.6856 23.6665 16.8756 0.0796 -0.2981 -0.4850
O 25.7317 23.1601 14.3102 -0.4515 0.2683 -0.3914
H 23.5576 23.4417 14.2715 1.1927 0.1495 -0.1336
H 24.1334 21.8231 14.0649 0.5444 -0.0491 -0.0062
H 24.7130 21.6194 16.3848 0.5859 0.0776 0.1183
H 23.2018 22.3799 16.4075 -0.2838 0.3124 -0.3656
H 25.6144 23.8152 16.6475 -0.1807 -0.1061 0.0442
H 25.7464 24.1199 14.2068 -0.0057 -0.2191 -0.0319
C 14.7686 24.2576 23.5914 0.9811 0.3039 0.2960
C 14.0590 24.2942 24.8958 -1.2748 -0.9115 0.2776
O 14.9861 24.2675 25.9809 -0.8505 0.1419 -0.2747
O 15.4874 25.4372 23.2949 0.3699 0.4032 -0.0578
H 14.0726 24.0376 22.7896 -0.0683 -0.4512 -0.1605
H 15.5677 23.5122 23.7195 -0.4654 -0.2481 -0.4445
H 13.3550 23.4454 24.8720 0.6646 -0.7907 0.3232
H 13.2612 25.0261 24.9760 0.5281 1.2929 0.0508
H 14.4634 24.4532 26.7706 0.3325 -0.0473 0.0376
H 14.8910 26.0818 22.9151 -0.1918 0.2152 -0.0365
C 10.1987 17.1394 17.1447 0.4450 -0.0268 -0.9403
C 11.6818 16.7170 17.0485 -1.0083 0.6993 0.9891
O 11.9278 15.7875 18.1172 0.2544 -0.3081 -0.3641
O 9.8851 17.9814 18.2493 0.1218 -0.2595 0.0974
H 9.5260 16.2852 17.0685 0.1283 -0.3984 0.5500
H 9.9526 17.6631 16.2130 0.1659 0.5382 0.3546
H 12.2966 17.6064 17.2013 0.0270 0.0508 -0.0079
H 11.9353 16.3288 16.0694 -0.1637 -0.3842 -0.1606
H 12.5318 15.1072 17.8035 0.0604 0.0592 0.0692
H 10.0629 17.5318 19.0980 0.1053 0.0512 -0.6139
C 16.8416 14.6109 17.5365 -0.6118 -1.1645 -1.5698
C 15.8623 15.5844 18.0651 0.0544 2.0877 0.1444
O 15.3015 16.4644 17.0458 0.1937 -1.5329 -0.1105
O 16.0955 13.7442 16.6153 0.4319 0.4429 0.2734
H 17.2888 13.9984 18.3080 0.0450 0.0784 0.2795
H 17.6186 15.1164 16.9731 0.2743 0.2169 -0.0018
H 16.3834 16.2944 18.7122 0.0452 -0.2125 0.2954
H 15.0879 15.1145 18.6555 -0.3606 -0.2855 -0.0426
H 15.1660 15.8729 16.2778 -0.0320 0.4287 0.3519
H 16.6920 13.4544 15.9085 -0.0481 -0.0625 0.1094
C 14.5078 19.3014 23.1913 -0.8631 -0.3456 -1.6765
C 14.3576 19.5623 24.6408 0.4836 -0.1377 1.2479
O 15.5546 19.1519 25.4020 -0.9090 0.5092 -0.6833
O 15.2318 20.2737 22.4631 1.3081 -0.1035 0.8905
H 13.5505 19.2919 22.6682 -0.4220 -0.0207 0.4609
H 14.9025 18.2989 22.9999 0.2432 -0.0980 0.2566
H 13.5092 19.0241 25.0561 0.0710 -0.3600 -0.0029
H 14.1458 20.6128 24.8354 0.1616 0.1930 -0.0855
H 16.1128 19.9403 25.4103 0.2528 -0.1965 -0.0366
H 16.1207 20.2440 22.8785 -0.1639 0.5355 -0.5553
C 27.6407 20.0308 20.8178 0.3867 0.3602 0.6377
C 26.8875 18.8905 20.2164 0.8621 -0.5148 -1.2336
O 25.5209 19.1377 20.0182 -0.2749 0.0545 0.2740
O 27.8840 21.1164 19.9389 -0.2992 -0.0186 -0.1983
H 28.6303 19.7267 21.1565 0.0167 -0.2511 -0.0247
H 27.0970 20.3606 21.7048 -0.1158 0.1819 0.1866
H 27.1389 17.9628 20.7154 -0.5107 -0.2758 0.8872
H 27.3173 18.6670 19.2407 0.0173 0.3665 -0.4548
H 25.0644 18.8957 20.8433 -0.0661 -0.1514 -0.1051
H 27.0577 21.2878 19.4771 -0.0857 0.1274 -0.0613
C 18.6539 25.8790 15.7405 0.1310 0.0081 0.6372
C 20.0594 25.2774 15.6959 0.1592 -0.0694 -0.3022
C 20.0280 23.8617 15.1389 -0.0525 -0.7385 0.7176
C 19.6141 23.8262 13.7024 -0.6483 -0.2216 -0.9220
C 20.6263 24.5939 12.8656 -0.0538 -1.1537 0.0255
C 20.9340 25.9787 13.3699 0.5402 -0.0155 -0.0220
N 21.0568 25.9664 14.8561 -0.0015 0.7651 -0.4925
O 21.1923 27.3623 15.2716 0.3220 -1.0840 0.0730
C 22.3337 26.3451 12.8351 0.7692 -0.2742 -0.4132
C 19.9380 26.9567 12.7829 -0.0010 0.8894 0.9028
C 20.6205 25.2895 17.1183 0.1425 -0.5774 0.6391
H 18.1277 25.2880 16.5028 -0.0342 0.4501 0.1168
H 18.0207 25.7980 14.8578 0.4242 0.1980 -0.2246
H 18.8022 26.9180 16.0635 -0.5900 -0.1896 -0.1004
H 21.0185 23.4050 15.2670 0.0469 0.1368 -0.1590
H 19.3630 23.2274 15.7307 -0.1707 0.1861 0.1989
H 18.5740 24.1399 13.5474 0.1777 0.7141 0.2471
H 19.4909 22.8112 13.3266 0.6215 -0.3727 0.0556
H 20.3215 24.6480 11.8201 -0.0168 0.0947 -0.0350
H 21.5517 24.0118 12.8781 0.0834 -0.1198 0.0245
H 22.5319 26.0344 11.7952 -0.7199 0.1570 0.0741
H 22.5568 27.4109 12.8727 -0.0757 0.0197 0.2461
H 23.1211 25.7820 13.3577 -0.3236 0.2732 0.3643
H 18.8961 26.8006 13.0426 -0.1869 -0.6638 -0.2909
H 20.1344 27.9012 13.2866 0.2053 0.4290 -0.5254
H 20.1053 27.0060 11.7063 -0.2493 0.2163 0.0915
H 21.6425 24.8999 17.1609 0.0938 0.2635 -0.3151
H 20.0766 24.6405 17.8157 -0.3564 0.0347 -0.3767
H 20.5869 26.2750 17.5809 0.0892 0.1312 -0.2173
H 22.0810 27.3119 15.6549 -0.3062 0.3556 -0.0177
C 25.6143 15.4274 16.3990 0.0661 -0.4426 0.2248
C 25.1064 15.8680 15.0374 0.5693 -0.4660 0.3745
C 24.8388 17.3181 15.1888 0.5921 1.5823 -1.2499
C 24.7959 18.0355 13.8156 0.7618 0.4556 0.2884
C 26.0696 17.7291 12.9509 -1.6577 0.2001 0.8152
C 26.2339 16.2387 12.7597 -1.2403 -0.2917 -0.3598
N 26.2457 15.6791 14.1079 -0.2452 -1.2564 0.3179
O 26.5542 14.2217 14.0572 -0.1524 1.5908 -0.0053
C 25.2216 15.6503 11.7185 0.1748 0.2940 1.1982
C 27.5617 16.0421 12.1736 1.7832 -0.1645 -0.6461
C 23.8196 15.1037 14.7557 0.4950 -0.5088 -0.6051
H 26.5573 15.9179 16.6551 0.0802 -0.2093 -0.2646
H 25.7179 14.3425 16.3606 0.1137 0.0103 0.5765
H 24.9132 15.7514 17.1710 -0.1946 -0.3379 0.0386
H 23.9962 17.4797 15.8576 -0.5226 0.0172 -0.3640
H 25.6564 17.7924 15.7360 0.2971 -0.1084 -0.0314
H 24.8624 19.0977 14.0499 -0.4764 0.2433 -0.2658
H 23.8984 17.8342 13.2204 -0.0089 -0.0039 0.2543
H 26.9655 18.1674 13.4068 -0.1634 -0.1348 -0.0164
H 25.9190 18.1609 11.9631 0.1223 0.2382 -0.0579
H 25.4076 16.0795 10.7371 0.1446 0.0129 -0.0751
H 25.4191 14.5769 11.6961 -0.4151 0.0068 -0.1242
H 24.1950 15.8959 11.9934 -0.0767 -0.3125 -0.0706
H 27.7389 15.0649 11.7347 -0.0714 -0.2302 0.1258
H 27.7002 16.7729 11.3817 0.1609 0.0979 -0.1808
H 28.2966 16.2289 12.9473 0.4406 0.0311 0.0273
H 23.2628 15.4286 13.8815 -0.0683 0.4299 -0.0035
H 23.2102 15.2083 15.6502 -0.2948 -0.3191 -0.0501
H 24.0922 14.0654 14.5403 -0.2389 -0.0708 0.3819
H 27.4074 14.2492 14.5121 -0.1553 -0.3377 -0.1583
C 14.7547 12.6594 20.2683 0.8618 -1.3949 -0.4703
C 14.1964 13.3388 21.4966 -0.4466 0.2600 0.7903
C 13.0013 12.5192 22.0027 0.0107 -0.4677 0.8113
C 13.4069 11.3067 22.8488 0.4294 0.3835 0.7896
C 14.2652 11.8042 24.0481 -0.7278 -1.0392 0.2878
C 15.5379 12.4597 23.5694 0.6615 0.6304 0.0830
N 15.0668 13.5493 22.6857 1.2180 0.7460 -1.3530
O 16.2540 14.3158 22.1872 -1.2928 -0.3977 0.8319
C 16.1927 13.1890 24.7586 -0.0558 -0.4466 -0.0794
C 16.5602 11.4585 23.0048 0.9900 0.9447 -0.3854
C 13.6466 14.7081 21.0982 -0.0270 -0.2678 0.3430
H 15.6755 13.0124 19.8121 0.1709 0.7601 0.3107
H 14.0327 12.6569 19.4453 -0.1248 0.0123 0.2527
H 15.0114 11.6092 20.4768 -0.3587 0.0895 0.0224
H 12.4706 13.1517 22.7232 -0.2258 0.1127 -0.3178
H 12.3109 12.2380 21.1943 0.3060 0.2004 0.0881
H 13.9801 10.5349 22.3393 0.1256 0.1237 -0.4335
H 12.5216 10.7822 23.1880 -0.2851 0.0434 0.2435
H 14.4824 10.9980 24.7519 0.4540 -0.5055 -0.4309
H 13.7437 12.4464 24.7644 -0.3517 0.5807 -0.6946
H 15.4956 13.9717 25.0573 0.2210 0.0024 0.3555
H 16.4052 12.4692 25.5605 -0.3432 0.2126 -0.0113
H 17.1546 13.6289 24.5041 -0.0445 0.1533 -0.2193
H 17.2187 11.1267 23.8171 -0.7824 -0.8635 0.0646
H 16.1505 10.7017 22.3364 0.0804 -0.2795 0.4600
H 17.3599 11.9652 22.4383 -0.6047 0.3664 -0.3157
H 12.8089 14.4551 20.4412 0.3011 0.6527 -0.5517
H 14.4516 15.3400 20.7039 -0.5203 -0.1102 -0.3611
H 13.1955 15.2329 21.9413 0.1651 -0.1022 0.1816
H 16.1381 15.1550 22.6802 0.3013 -0.3065 -0.1634
C 20.0609 15.9783 14.1053 0.4633 0.1661 0.0714
C 19.6420 17.0536 13.0493 0.6314 -0.5856 0.4941
C 19.7151 18.4053 13.7586 0.5937 1.0853 -0.6040
C 19.7465 19.5980 12.7852 0.8873 0.1597 -0.2454
C 20.9109 19.4176 11.7930 -0.5658 -0.3195 0.1549
C 20.8256 18.1165 10.9933 0.8069 -0.2682 0.0572
N 20.6748 17.0136 11.9664 -0.2907 -1.0586 0.2226
O 20.4772 15.7222 11.2392 0.6106 1.4101 0.8162
C 19.7592 18.1515 9.9031 0.2360 0.1114 -0.6950
C 22.2351 17.9584 10.3482 -0.5942 -0.5411 -0.0626
C 18.2418 16.7388 12.6100 -0.7777 -0.8687 -0.8334
H 20.0138 14.9556 13.7274 0.0191 0.1012 -0.3038
H 19.4602 15.9765 15.0179 -0.4107 0.3512 -0.1564
H 21.0830 16.1656 14.4641 -0.1242 0.0204 -0.3011
H 18.9332 18.5486 14.5271 0.3070 -0.3948 -0.3346
H 20.7046 18.4480 14.2219 -0.0825 -0.0750 0.4351
H 19.9687 20.5381 13.3036 -0.3118 -0.1759 0.2680
H 18.8312 19.7590 12.2316 -0.4692 -0.1410 -0.0488
H 21.8654 19.4103 12.3239 -0.0329 0.0477 0.2088
H 20.9618 20.2289 11.0672 -0.0944 0.1651 0.0232
H 19.6172 17.1451 9.5170 -0.2684 -0.1346 0.1529
H 18.8059 18.5904 10.2035 0.0888 -0.1248 0.1059
H 20.1216 18.7142 9.0275 -0.0586 0.1019 0.3963
H 22.3377 17.0303 9.7819 -0.2606 0.0375 -0.1537
H 22.3878 18.7930 9.6689 0.2137 0.0874 -0.0468
H 23.0264 17.9149 11.0977 -0.1379 0.2862 0.1330
H 18.1310 15.6718 12.4070 0.1845 -0.1868 0.2823
H 17.9399 17.1319 11.6264 -0.0169 0.6552 0.7037
H 17.5736 16.9660 13.4448 -0.2809 0.2405 -0.4076
H 21.3274 15.3108 11.4506 -0.2741 -0.1128 -0.1962
C 13.2810 23.1995 13.8074 0.5294 0.3930 0.3148
C 13.9622 22.2115 12.8381 0.4142 -0.1621 0.1385
C 15.4981 22.2781 12.8706 -0.4689 0.8410 0.3505
C 16.0756 21.7624 14.1684 0.0688 1.3469 -0.2581
C 15.6704 20.3339 14.3615 0.9823 0.2297 0.3097
C 14.1807 20.0874 14.2817 0.1746 -0.6073 -0.3479
N 13.6885 20.7701 13.0291 0.1265 -0.4999 0.5175
O 12.3135 20.4688 12.8379 -0.0392 0.8095 1.0060
C 13.9956 18.5717 14.0477 0.5116 -0.1898 -0.8093
C 13.5395 20.4426 15.6370 -0.4764 -0.3499 -0.5303
C 13.5368 22.5881 11.4341 -0.2028 -0.2502 -0.0568
H 13.4845 23.0309 14.8568 -0.0743 -0.4758 0.2777
H 12.1975 23.2653 13.6812 0.0832 -0.0789 -0.1132
H 13.7014 24.2105 13.6714 -0.2654 -0.2684 -0.4172
H 15.8412 21.7192 12.0076 0.2898 -0.1776 -0.1295
H 15.7803 23.3261 12.7520 0.0787 0.0688 -0.2258
H 15.7051 22.4275 14.9562 -0.0279 -0.1839 0.2126
H 17.1644 21.9397 14.1496 -0.2013 -0.5149 0.1496
H 16.0254 20.0434 15.3574 0.0279 -0.5735 -0.2662
H 16.1825 19.8030 13.5540 -0.0086 -0.4999 0.2498
H 14.5528 18.2642 13.1456 -0.5889 0.3855 -0.1486
H 14.4935 17.9334 14.7829 -0.3439 0.4450 0.6381
H 12.9395 18.3196 13.9391 0.1394 -0.1313 0.0538
H 14.0213 21.2825 16.1333 -0.2654 0.1183 -0.0030
H 12.4651 20.5910 15.5100 -0.0307 0.4254 0.2138
H 13.5881 19.5648 16.2878 0.2797 0.1415 0.0369
H 13.8682 23.5998 11.1957 -0.2719 0.0997 0.1169
H 12.4537 22.4710 11.3715 0.1034 0.2498 -0.3642
H 14.0220 21.9260 10.7248 -0.0989 -0.2305 -0.1828
H 11.9008 20.9394 13.5952 -0.3108 -0.4095 -0.5706
C 19.3383 20.2187 20.5271 -0.1308 -0.2833 -0.6340
C 18.8780 19.4492 19.2511 0.0624 0.1028 0.9147
C 19.1269 20.2524 18.0277 0.6605 0.5920 -0.8473
C 20.5883 20.2715 17.5817 -0.3505 -0.6756 -0.3746
C 21.0899 18.8332 17.3562 -0.7170 0.9014 0.0771
C 20.9200 17.9831 18.6155 -0.3558 0.7814 -0.4040
N 19.4685 18.1111 19.0089 0.7621 -0.2800 1.3394
O 19.3128 17.3416 20.2792 -0.2034 -0.0100 -1.4746
C 21.0871 16.5794 18.1621 0.0720 -1.3744 -0.7924
C 21.9828 18.3383 19.6526 -0.5909 0.3544 -0.1229
C 17.3786 19.2551 19.3534 -0.1940 -0.4807 0.2602
H 20.3388 20.6528 20.4085 -0.1841 -0.1830 0.2221
H 19.2626 19.5853 21.4126 0.2427 0.0377 -0.0493
H 18.6200 21.0345 20.6551 0.1573 0.0096 0.0695
H 18.5221 19.8127 17.2382 -0.0601 -0.0131 -0.3781
H 18.7618 21.2759 18.1739 -0.0138 -0.1090 0.0559
H 21.2027 20.7719 18.3293 0.1431 0.3236 -0.2550
H 20.5837 20.7709 16.6137 0.5008 0.4512 0.0895
H 22.1179 18.8215 16.9777 -0.0092 -0.0963 0.2619
H 20.4572 18.3863 16.5831 0.0644 0.0454 -0.0622
H 22.1136 16.3630 17.8626 0.2104 0.0485 0.2941
H 20.7706 15.8461 18.8917 0.1367 -0.2036 0.1823
H 20.5191 16.4123 17.2433 -0.2855 -0.0409 0.1576
H 22.0586 19.4220 19.7488 -0.1219 -0.0240 0.4376
H 21.7402 17.8554 20.6060 0.3408 0.1911 -0.1483
H 22.9498 18.0452 19.2557 0.1742 -0.3494 0.2201
H 17.2070 18.8147 20.3260 -0.5555 -0.3632 0.1947
H 17.0289 18.6067 18.5451 -0.0187 -0.0868 0.1462
H 16.8037 20.1769 19.3077 0.2067 0.2894 -0.0051
H 18.8399 16.5681 19.9151 0.0062 0.2006 0.5853
```
Forces are in eV/Å.

Löwdin population analysis, charges in e, atoms 1 to 99: C -0.26; C -0.25; O -0.09; O -0.04; H 0.13; H 0.11; H 0.13; H 0.11; H 0.05; H 0.09; C -0.29; C -0.26; O -0.06; O -0.04; H 0.12; H 0.11; H 0.11; H 0.13; H 0.09; H 0.08; C -0.21; C -0.25; O -0.05; O -0.11; H 0.12; H 0.11; H 0.11; H 0.13; H 0.08; H 0.03; C -0.23; C -0.19; O -0.07; O -0.07; H 0.11; H 0.12; H 0.11; H 0.13; H 0.11; H 0.07; C -0.28; C -0.27; O -0.03; O -0.04; H 0.12; H 0.12; H 0.12; H 0.14; H 0.09; H 0.10; C -0.19; C -0.25; O -0.06; O -0.09; H 0.12; H 0.12; H 0.13; H 0.10; H 0.10; H 0.10; C -0.22; C -0.22; O -0.09; O -0.08; H 0.11; H 0.12; H 0.11; H 0.11; H 0.04; H 0.08; C -0.22; C -0.29; O -0.04; O -0.09; H 0.10; H 0.15; H 0.12; H 0.12; H 0.07; H 0.06; C -0.27; C -0.23; O -0.09; O -0.05; H 0.12; H 0.12; H 0.09; H 0.13; H 0.03; H 0.09; C -0.28; C -0.25; O -0.09; O -0.05; H 0.09; H 0.11; H 0.11; H 0.13; H 0.06